No. 1
C26H46FeO2P2 as an isolated structure, computed with ωB97M-V/def2-TZVPD.

Last column: Löwdin charge in e.
Positions of all 77 atoms, in Å:
Fe (-0.013, -0.003, -0.201)  0.386
C (-0.784, -1.843, 0.707)  -0.297
C (0.590, -1.990, 0.296)  -0.303
C (0.508, -0.404, 1.997)  -0.262
C (-0.832, -0.861, 1.748)  -0.262
C (1.385, -1.100, 1.104)  -0.302
C (-1.920, -2.719, 0.310)  -0.035
H (-1.721, -3.230, -0.638)  0.063
H (-2.856, -2.151, 0.217)  0.075
H (-2.087, -3.492, 1.078)  0.103
C (-2.038, -0.591, 2.566)  -0.015
H (-2.955, -0.852, 2.021)  0.083
H (-2.099, 0.466, 2.846)  0.055
H (-2.028, -1.184, 3.495)  0.105
C (0.989, 0.420, 3.133)  -0.015
H (1.044, -0.174, 4.060)  0.105
H (0.321, 1.268, 3.331)  0.051
H (1.990, 0.828, 2.933)  0.081
C (2.870, -1.100, 1.191)  -0.037
H (3.193, -1.756, 2.015)  0.105
H (3.273, -0.099, 1.399)  0.068
H (3.325, -1.483, 0.271)  0.071
C (1.137, -3.045, -0.602)  -0.032
H (1.491, -3.900, 0.001)  0.103
H (1.997, -2.673, -1.182)  0.076
H (0.371, -3.417, -1.298)  0.068
C (-2.162, 0.973, -7.091)  -0.110
C (-2.064, -0.362, -7.145)  -0.122
C (-1.089, -1.168, -7.955)  -0.188
C (0.216, -0.454, -8.372)  -0.201
C (1.029, 0.092, -7.231)  -0.102
C (0.915, 1.279, -6.625)  -0.134
C (-0.031, 2.391, -6.974)  -0.188
C (-1.294, 1.994, -7.770)  -0.199
H (-1.580, -1.537, -8.872)  0.121
H (-0.010, 0.298, -9.135)  0.098
H (-0.825, -2.071, -7.385)  0.108
H (-1.008, 1.708, -8.787)  0.098
H (-2.998, 1.407, -6.528)  0.101
H (-2.828, -0.963, -6.638)  0.099
H (-1.899, 2.909, -7.873)  0.114
H (-0.343, 2.893, -6.045)  0.099
H (1.643, 1.537, -5.844)  0.093
H (0.504, 3.162, -7.556)  0.121
H (0.840, -1.213, -8.872)  0.113
H (1.833, -0.580, -6.905)  0.104
P (-1.140, 0.084, -2.085)  0.824
P (1.483, 1.362, -1.067)  0.810
C (-0.297, 1.279, -3.226)  -0.350
C (0.601, 2.241, -2.447)  -0.362
H (-1.084, 1.814, -3.776)  0.090
H (0.280, 0.697, -3.961)  0.072
H (1.379, 2.693, -3.076)  0.088
H (0.012, 3.043, -1.980)  0.073
C (2.285, 2.650, -0.098)  -0.216
H (2.959, 2.184, 0.633)  0.048
H (1.537, 3.252, 0.434)  0.050
H (2.863, 3.288, -0.782)  0.063
C (2.843, 0.528, -1.947)  -0.212
H (3.258, 1.235, -2.679)  0.058
H (2.484, -0.371, -2.465)  0.049
H (3.620, 0.244, -1.227)  0.044
C (-2.867, 0.616, -2.008)  -0.221
H (-3.410, -0.066, -1.339)  0.051
H (-3.294, 0.570, -3.019)  0.059
H (-2.915, 1.633, -1.599)  0.038
C (-1.177, -1.460, -3.040)  -0.217
H (-0.183, -1.925, -3.058)  0.046
H (-1.496, -1.233, -4.068)  0.047
H (-1.889, -2.153, -2.577)  0.046
C (-1.472, 3.170, 3.279)  0.199
O (-0.957, 2.083, 1.837)  -0.096
C (-1.036, 2.177, 0.581)  -0.414
O (-1.487, 2.908, -0.278)  0.071
H (-2.135, 3.835, 2.725)  0.067
H (-0.498, 3.566, 3.558)  0.066
H (-1.929, 2.463, 3.971)  0.063

2S+1   6
Highest occupied orbital energy (alpha / beta)   -9.00 / -11.10 eV
Kohn-Sham gap (alpha / beta)   6.25 / 6.47 eV
⟨S²⟩   8.79
Energy relative to the best compared isomer or geometry (same formula, charge and spin)   0.00 kcal per mole
Total charge   +1


No. 2
A 2-piece molecular cluster, C2HF2NO3 overall, computed with ωB97M-V/def2-TZVPD.

Last column: Löwdin charge in e.
Positions of all 9 atoms, in Å:
C (0.309, 1.180, -0.118)  -0.301
C (-0.092, 0.311, -1.111)  -0.281
N (-0.242, -1.175, 1.222)  -0.286
O (0.777, -1.678, 1.280)  0.166
O (-0.450, 1.872, 0.532)  0.064
O (-1.368, -1.307, 1.413)  0.171
F (0.861, -0.437, -1.727)  0.107
F (-1.340, 0.065, -1.480)  0.172
H (1.546, 1.169, -0.012)  0.188

Highest occupied orbital energy (alpha / beta)   -9.63 / -9.81 eV
Kohn-Sham gap (alpha / beta)   7.95 / 8.95 eV
Energy relative to the best compared isomer or geometry (same formula, charge and spin)   48.65 kcal per mole
Total charge   0


No. 3
C3H7AgCl3NO as an isolated structure, computed with ωB97M-V/def2-TZVPD.

Last column: Löwdin charge in e.
Positions of all 16 atoms, in Å:
Ag (-1.360, 0.403, 1.714)  0.370
Cl (-3.110, -1.219, 3.448)  -0.781
Cl (0.462, 1.989, 3.065)  -0.681
Cl (-3.802, 1.752, 0.703)  -0.755
C (2.277, -0.402, 0.118)  -0.016
C (0.812, -0.507, -0.063)  -0.642
O (0.094, -1.165, 0.682)  -0.046
N (0.342, 0.117, -1.084)  0.010
C (-0.991, 0.002, -1.682)  -0.059
H (2.793, -1.196, -0.420)  0.076
H (2.585, -0.513, 1.158)  0.088
H (2.748, 0.504, -0.264)  0.075
H (1.062, 0.664, -1.535)  0.132
H (-0.769, -0.501, -2.622)  0.062
H (-1.567, 0.886, -1.957)  0.076
H (-1.577, -0.814, -1.259)  0.090

Highest occupied orbital energy   -1.06 eV
Kohn-Sham gap   6.04 eV
Energy relative to the best compared isomer or geometry (same formula, charge and spin)   26.20 kcal per mole
Total charge   -2


No. 4
One molecule with the formula C2H2F2OS, computed with ωB97M-V/def2-TZVPD.

Last column: Löwdin charge in e.
Positions of all 8 atoms, in Å:
O (1.002, 1.792, -0.304)  0.076
C (0.406, 0.926, 0.327)  -0.180
C (-1.052, 0.436, -0.016)  -0.799
F (-1.966, 0.656, 0.966)  0.033
F (-1.420, 0.974, -1.192)  0.042
S (-0.961, -1.431, -0.299)  0.768
H (0.996, 0.374, 1.104)  0.134
H (-2.363, -1.539, -0.143)  -0.074

Highest occupied orbital energy   -10.34 eV
Kohn-Sham gap   10.14 eV
Energy relative to the best compared isomer or geometry (same formula, charge and spin)   17.18 kcal per mole
Total charge   0


No. 5
C4H10O as an isolated structure, computed with ωB97M-V/def2-TZVPD.

Last column: Löwdin charge in e.
Positions of all 15 atoms, in Å:
C (-0.241, -1.402, -1.173)  -0.024
C (0.014, -0.379, 0.004)  -0.442
C (-1.263, 0.341, 0.410)  -0.067
C (1.139, 1.240, 0.222)  -0.033
O (0.687, -1.053, 1.015)  -0.061
H (-1.030, -1.096, -1.874)  0.069
H (0.666, -1.625, -1.731)  0.067
H (-0.586, -2.391, -0.793)  0.094
H (-2.117, 0.214, -0.259)  0.079
H (-1.532, 0.163, 1.452)  0.091
H (-0.928, 1.358, 0.342)  0.030
H (0.764, 2.135, -0.285)  0.037
H (1.100, 1.574, 1.305)  0.073
H (2.216, 1.160, 0.022)  0.042
H (1.111, -0.239, 1.342)  0.047

Highest occupied orbital energy   -9.35 eV
Kohn-Sham gap   10.25 eV
Energy relative to the best compared isomer or geometry (same formula, charge and spin)   71.01 kcal per mole
Total charge   0


No. 6
C40H79BrIN2NbO6P as an isolated structure, computed with ωB97M-V/def2-TZVPD.

Last column: Löwdin charge in e.
Positions of all 131 atoms, in Å:
C (8.674, -2.504, 2.392)  -0.125
C (8.248, -1.118, 1.752)  -0.256
C (6.791, -1.195, 1.156)  -0.225
C (5.940, 0.094, 1.465)  -0.217
C (5.087, -0.070, 2.791)  -0.208
C (3.569, -0.403, 2.448)  -0.199
C (2.813, 0.953, 2.173)  -0.214
C (1.238, 0.825, 2.354)  -0.208
C (0.687, 0.097, 1.075)  -0.246
C (-0.770, 0.454, 0.629)  -0.328
C (-1.726, 1.083, 1.711)  -0.427
Nb (-2.979, -0.357, 2.924)  0.884
Br (-1.398, 0.222, 4.979)  -0.057
I (-1.477, -2.638, 2.283)  0.113
P (-4.353, -1.813, 4.564)  0.313
N (-3.612, -2.107, 5.967)  -0.467
C (-4.463, -0.677, 1.212)  -0.300
C (-5.728, -1.419, 1.412)  -0.119
C (-6.520, -1.559, 0.218)  -0.100
C (-6.164, -1.044, -1.072)  -0.167
N (-5.032, -0.332, -1.238)  0.029
C (-4.268, -0.187, -0.140)  -0.216
H (9.739, -2.753, 2.157)  0.062
H (8.543, -2.441, 3.499)  0.067
H (8.003, -3.302, 1.985)  0.064
H (8.379, -0.286, 2.481)  0.098
H (8.968, -0.926, 0.917)  0.095
H (6.257, -2.113, 1.517)  0.103
H (6.890, -1.249, 0.038)  0.104
H (6.642, 0.956, 1.604)  0.100
H (5.292, 0.348, 0.587)  0.102
H (5.141, 0.915, 3.318)  0.093
H (5.542, -0.836, 3.464)  0.103
H (3.614, -1.068, 1.549)  0.108
H (3.110, -0.969, 3.294)  0.109
H (3.085, 1.258, 1.126)  0.100
H (3.231, 1.762, 2.828)  0.103
H (0.872, 1.864, 2.497)  0.104
H (1.092, 0.170, 3.241)  0.068
H (0.880, -0.999, 1.214)  0.054
H (1.367, 0.392, 0.227)  0.100
H (-1.305, -0.408, 0.147)  0.031
H (-0.679, 1.216, -0.198)  0.101
H (-2.469, 1.712, 1.137)  0.023
H (-1.237, 1.811, 2.405)  0.009
H (-4.045, 1.039, 3.409)  -0.078
H (-5.645, -1.185, 4.770)  -0.095
H (-4.664, -3.045, 3.886)  -0.077
H (-3.516, -3.130, 6.007)  -0.084
H (-6.049, -1.829, 2.384)  0.040
H (-7.475, -2.130, 0.294)  0.089
H (-6.848, -1.221, -1.931)  0.098
H (-3.337, 0.407, -0.301)  0.065
C (-2.918, -1.814, -3.796)  -0.176
C (-1.869, -2.357, -4.751)  -0.177
C (-1.072, -1.107, -5.084)  -0.216
O (-1.136, -0.258, -3.935)  -0.141
C (-2.133, -0.765, -3.033)  -0.204
H (-3.357, -2.572, -3.146)  0.113
H (-3.726, -1.339, -4.361)  0.114
H (-1.233, -3.079, -4.231)  0.114
H (-2.287, -2.843, -5.633)  0.109
H (-1.515, -0.566, -5.928)  0.112
H (-0.028, -1.327, -5.321)  0.108
H (-1.616, -1.203, -2.173)  0.115
H (-2.760, 0.054, -2.680)  0.099
C (2.310, 1.749, 9.197)  -0.179
C (0.798, 1.665, 9.098)  -0.168
C (0.529, 2.385, 7.791)  -0.211
O (1.675, 2.164, 6.954)  -0.144
C (2.727, 1.603, 7.742)  -0.214
H (2.752, 0.990, 9.844)  0.107
H (2.604, 2.734, 9.573)  0.111
H (0.488, 0.618, 9.019)  0.119
H (0.275, 2.111, 9.945)  0.105
H (0.429, 3.463, 7.944)  0.105
H (-0.368, 2.019, 7.288)  0.071
H (2.831, 0.548, 7.463)  0.117
H (3.665, 2.116, 7.520)  0.111
C (-3.327, 5.160, 9.390)  -0.174
C (-2.589, 6.304, 8.720)  -0.177
C (-1.191, 6.154, 9.295)  -0.205
O (-0.996, 4.759, 9.552)  -0.162
C (-2.257, 4.083, 9.438)  -0.201
H (-4.224, 4.844, 8.857)  0.115
H (-3.616, 5.447, 10.405)  0.112
H (-2.567, 6.148, 7.638)  0.118
H (-3.026, 7.284, 8.914)  0.110
H (-1.092, 6.689, 10.247)  0.114
H (-0.417, 6.511, 8.613)  0.117
H (-2.243, 3.497, 8.513)  0.119
H (-2.385, 3.401, 10.280)  0.119
C (-4.445, 4.762, -1.943)  -0.178
C (-3.277, 4.655, -2.906)  -0.179
C (-2.126, 4.334, -1.970)  -0.206
O (-2.678, 3.600, -0.871)  -0.150
C (-4.109, 3.685, -0.926)  -0.201
H (-5.418, 4.615, -2.413)  0.111
H (-4.442, 5.745, -1.462)  0.111
H (-3.441, 3.823, -3.597)  0.114
H (-3.108, 5.558, -3.495)  0.108
H (-1.672, 5.247, -1.570)  0.115
H (-1.347, 3.740, -2.451)  0.117
H (-4.492, 2.709, -1.241)  0.107
H (-4.502, 3.908, 0.068)  0.121
C (1.482, -0.004, -8.557)  -0.174
C (2.292, -1.258, -8.835)  -0.170
C (1.264, -2.351, -8.601)  -0.202
O (-0.013, -1.800, -8.948)  -0.143
C (0.119, -0.383, -9.110)  -0.209
H (1.892, 0.896, -9.017)  0.111
H (1.414, 0.163, -7.478)  0.112
H (2.616, -1.267, -9.879)  0.115
H (3.174, -1.361, -8.203)  0.114
H (1.228, -2.645, -7.546)  0.117
H (1.455, -3.241, -9.203)  0.094
H (0.048, -0.159, -10.180)  0.114
H (-0.699, 0.123, -8.594)  0.112
C (0.569, -7.154, -10.166)  -0.173
C (1.618, -7.700, -11.119)  -0.179
C (2.420, -6.452, -11.449)  -0.207
O (2.356, -5.604, -10.297)  -0.146
C (1.358, -6.108, -9.400)  -0.206
H (0.127, -7.911, -9.518)  0.113
H (-0.235, -6.676, -10.732)  0.116
H (2.251, -8.425, -10.599)  0.114
H (1.201, -8.184, -12.002)  0.111
H (1.981, -5.909, -12.293)  0.117
H (3.463, -6.673, -11.683)  0.115
H (1.872, -6.549, -8.540)  0.121
H (0.733, -5.286, -9.048)  0.105

Highest occupied orbital energy   -4.18 eV
Kohn-Sham gap   5.57 eV
Total charge   -1


No. 7
One molecule with the formula C4H4N2S, computed with ωB97M-V/def2-TZVPD.

Last column: Löwdin charge in e.
Positions of all 11 atoms, in Å:
S (3.063, 0.204, 0.073)  0.678
C (1.714, -0.680, 0.084)  -0.694
N (0.453, -0.208, 0.096)  -0.160
C (0.115, 1.135, 0.053)  -0.081
C (-1.237, 1.186, 0.096)  -0.124
N (-1.755, -0.084, 0.173)  0.070
C (-0.746, -0.886, 0.169)  -0.157
H (1.858, -1.976, 0.045)  0.160
H (0.864, 1.895, -0.019)  0.086
H (-1.878, 2.044, 0.083)  0.099
H (-0.809, -1.954, 0.217)  0.123

Highest occupied orbital energy   -9.22 eV
Kohn-Sham gap   8.61 eV
Energy relative to the best compared isomer or geometry (same formula, charge and spin)   28.84 kcal per mole
Total charge   0


No. 8
C17H20FI2N3O3PtTe as an isolated structure, computed with ωB97M-V/def2-TZVPD.

Last column: Löwdin charge in e.
Positions of all 48 atoms, in Å:
Pt (0.212, -0.351, 0.063)  -0.052
I (2.491, 0.796, 0.593)  0.083
C (2.993, -3.066, 0.238)  -0.704
I (1.008, -2.855, -0.473)  0.683
H (3.143, -4.150, 0.212)  -0.151
H (3.591, -2.579, -0.538)  -0.140
C (-7.625, -1.317, 1.813)  -0.066
C (-7.123, -1.291, 0.376)  -0.198
N (-5.665, -1.285, 0.285)  -0.044
C (-5.026, -0.078, 0.174)  0.040
C (-3.713, 0.072, -0.089)  -0.022
C (-3.022, 1.421, -0.187)  -0.690
O (-3.009, 2.019, -1.235)  0.084
O (-2.442, 1.710, 0.939)  -0.439
C (-2.891, -1.092, -0.274)  -0.280
O (-1.702, -1.074, -0.603)  -0.189
C (-3.563, -2.383, -0.070)  -0.027
C (-2.814, -3.553, -0.168)  0.093
C (-3.416, -4.765, 0.011)  -0.184
F (-2.677, -5.889, -0.124)  0.065
C (-4.773, -4.868, 0.332)  -0.150
C (-5.518, -3.708, 0.433)  0.046
C (-4.937, -2.451, 0.208)  -0.122
N (-5.426, -6.111, 0.601)  -0.121
C (-6.510, -6.498, -0.295)  -0.114
C (-7.566, -7.251, 0.548)  -0.074
N (-6.874, -7.636, 1.821)  0.039
C (-5.602, -8.355, 1.489)  -0.068
C (-4.623, -7.283, 0.953)  -0.125
H (-8.713, -1.394, 1.833)  0.077
H (-7.338, -0.404, 2.335)  0.082
H (-7.204, -2.160, 2.364)  0.069
H (-7.485, -0.400, -0.133)  0.124
H (-7.503, -2.143, -0.188)  0.111
H (-5.666, 0.783, 0.317)  0.153
H (-1.755, -3.493, -0.396)  0.044
H (-6.561, -3.790, 0.710)  0.106
H (-6.145, -7.141, -1.104)  0.138
H (-6.952, -5.616, -0.750)  0.129
H (-7.920, -8.155, 0.058)  0.133
H (-8.419, -6.629, 0.810)  0.133
H (-7.474, -8.134, 2.474)  0.186
H (-6.564, -6.734, 2.210)  0.179
H (-5.839, -9.100, 0.733)  0.133
H (-5.225, -8.858, 2.375)  0.136
H (-4.071, -7.699, 0.109)  0.131
H (-3.905, -6.999, 1.719)  0.141
Te (-0.294, 2.008, 0.836)  0.626

Highest occupied orbital energy   -4.47 eV
Kohn-Sham gap   2.55 eV
Energy relative to the best compared isomer or geometry (same formula, charge and spin)   46.68 kcal per mole
Total charge   0